This record from the OMol25 dataset describes C38H36Cl5LiN8OSb2 as an isolated structure. The level of theory is ωB97M-V/def2-TZVPD.

Positions of all 91 atoms, in Å:
Li: -0.32029 0.32930 -0.06359
Cl: 2.12127 1.20240 1.68803
C: 0.56816 1.68354 2.38549
C: -0.59318 1.46118 1.64215
C: -1.74656 1.89460 2.28146
Cl: -3.29498 1.59884 1.48149
C: -1.78481 2.50136 3.53617
Cl: -3.27453 3.01009 4.24964
C: -0.59288 2.68578 4.23331
Cl: -0.59760 3.41825 5.79454
C: 0.60333 2.26698 3.65521
Cl: 2.08717 2.46896 4.52253
C: 3.92946 -2.80626 -2.55296
N: 2.98698 -1.84506 -1.98854
C: 2.02324 -2.02797 -1.07607
N: 1.36801 -0.90277 -0.87843
C: 2.00569 -0.03343 -1.71950
N: 2.97902 -0.56295 -2.42434
C: 3.31164 -3.70509 -3.60039
C: 3.64688 -5.05104 -3.64328
C: 3.10016 -5.88122 -4.61439
C: 2.18425 -5.38228 -5.52280
C: 1.82597 -4.03703 -5.46754
C: 2.40466 -3.19718 -4.52284
C: 0.76188 -3.54379 -6.34704
N: 0.11281 -4.17120 -7.26332
N: -0.88573 -3.29949 -7.70775
C: -0.75880 -2.22220 -7.01614
O: 0.26773 -2.30262 -6.13486
C: -1.61771 -1.03597 -6.96332
C: -2.93508 -1.11926 -7.41064
C: -3.79067 -0.04451 -7.22335
C: -3.34534 1.10096 -6.57465
C: -2.02648 1.19455 -6.14888
C: -1.53935 2.40189 -5.38569
N: -1.51256 2.18037 -3.94029
C: -0.46061 1.91222 -3.16435
N: -0.84364 1.70603 -1.91986
C: -2.20033 1.88680 -1.99753
N: -2.64807 2.17781 -3.20336
C: -1.16472 0.12806 -6.35654
H: 4.34817 -3.40276 -1.74696
H: 4.72723 -2.20801 -2.98134
H: 1.85103 -2.97294 -0.57288
H: 1.74556 1.01475 -1.78431
H: 4.34217 -5.45726 -2.91458
H: 3.37226 -6.92943 -4.64359
H: 1.72001 -6.02103 -6.26372
H: 2.12488 -2.14935 -4.48770
H: -3.27341 -2.03439 -7.88144
H: -4.81823 -0.10993 -7.56036
H: -4.02888 1.92338 -6.38884
H: -2.17017 3.26452 -5.57408
H: -0.51999 2.64519 -5.67520
H: 0.55568 1.89001 -3.54058
H: -2.85121 1.82155 -1.13349
H: -0.13611 0.18419 -6.01006
C: -1.81909 -2.14292 3.85537
Sb: -0.51576 -1.98240 2.15916
C: 1.28437 -2.20009 3.31639
C: -0.64640 -4.12316 1.71302
C: -1.99401 -4.56062 1.21201
C: -2.89977 -5.11193 2.12551
C: -4.15649 -5.55154 1.74328
C: -4.53454 -5.46223 0.41038
C: -3.65240 -4.91640 -0.50944
C: -2.38927 -4.44361 -0.13469
C: -1.51860 -3.80074 -1.18288
Sb: -1.93186 -1.67584 -1.45026
C: -0.83284 -1.62826 -3.30555
C: -3.79829 -1.96345 -2.47447
H: -1.51286 -2.98512 4.47686
H: -2.84865 -2.28560 3.52313
H: -1.76224 -1.21966 4.43611
H: 1.25902 -3.13410 3.87956
H: 1.35828 -1.35759 4.00864
H: 2.16108 -2.18010 2.66592
H: -0.41512 -4.62154 2.65557
H: 0.16042 -4.35382 1.00965
H: -2.59743 -5.20171 3.16507
H: -4.83113 -5.97369 2.47920
H: -5.50499 -5.81917 0.08818
H: -3.94126 -4.84894 -1.55465
H: -1.69119 -4.24187 -2.16554
H: -0.45364 -3.87817 -0.95810
H: -1.54863 -1.52302 -4.12230
H: -0.29988 -2.57534 -3.41684
H: -0.11452 -0.81300 -3.35808
H: -3.64749 -2.61998 -3.33194
H: -4.15754 -0.99183 -2.81804
H: -4.53973 -2.39980 -1.80168

Total charge   0
Spin multiplicity   1

This record from the OMol25 dataset describes an isolated ion of composition C12H24N5O2 and charge +1 at a distorted geometry. The level of theory is ωB97M-V/def2-TZVPD.

Positions of all 43 atoms, in Å:
C: -3.19876 -1.14321 1.14325
H: -3.86553 -0.81567 1.94539
H: -3.79760 -1.58464 0.34099
H: -2.50609 -1.88711 1.53232
O: -2.42294 -0.06129 0.65931
C: -3.22811 0.97764 0.12926
C: -2.34654 2.17393 -0.23307
N: -1.41442 1.83230 -1.27012
C: -0.23526 1.16463 -1.22302
N: 0.20637 1.04522 -2.45754
N: -0.69435 1.62780 -3.23540
N: -1.64822 2.09414 -2.55783
C: 0.46992 0.70748 0.00526
H: -0.24110 0.73061 0.83660
N: 0.92672 -0.71592 -0.14245
H: 1.85650 -0.66965 -0.58410
C: 1.04220 -1.38722 1.17513
H: 1.69560 -0.81628 1.83084
C: 1.58233 -2.80987 0.99955
O: 0.73340 -3.56137 0.17713
C: 0.63049 -2.97958 -1.09534
H: -0.04518 -3.61133 -1.67309
C: 0.06787 -1.55728 -1.02135
H: 0.04837 -1.13357 -2.02583
H: -0.93769 -1.56095 -0.59569
H: 1.61274 -2.96602 -1.59280
H: 1.61341 -3.31712 1.96484
H: 2.60108 -2.77940 0.58157
H: 0.04084 -1.43103 1.60928
C: 1.64666 1.69131 0.25916
C: 2.80125 1.45555 -0.71418
H: 3.39812 0.58564 -0.43826
H: 3.47005 2.31132 -0.68893
H: 2.43865 1.35037 -1.73534
C: 2.14134 1.71484 1.70533
H: 1.31610 1.70072 2.41328
H: 2.81623 0.89026 1.92257
H: 2.70167 2.63109 1.87123
H: 1.23053 2.68271 0.04755
H: -2.97587 2.97680 -0.62025
H: -1.80127 2.52544 0.64594
H: -3.96903 1.29815 0.87216
H: -3.76049 0.62058 -0.76337

SMILES   COCCn1nnnc1[C@H](C(C)C)[NH+]1CCOCC1
Total charge   +1
Spin multiplicity   1

| no. | Kohn-Sham gap (eV) |
| --- | --- |
| 1 | 7.299 |
| 2 | 11.516 |